{
  "formula": "C24H45N10O2PdS2",
  "method": "ωB97M-V with the def2-TZVPD basis set",
  "elements": ["Pd", "C", "C", "N", "C", "C", "N", "C", "C", "C", "N", "C", "C", "N", "C", "H", "H", "H", "H", "H", "H", "H", "H", "H", "H", "H", "H", "H", "H", "H", "H", "H", "H", "H", "H", "H", "H", "H", "H", "N", "C", "C", "C", "C", "C", "C", "S", "O", "O", "N", "C", "S", "C", "C", "N", "H", "H", "H", "H", "H", "H", "H", "H", "C", "N", "C", "C", "N", "N", "C", "C", "H", "H", "H", "H", "H", "H", "H", "H", "H", "H", "H", "H", "H"],
  "positions_angstrom": [[-0.592, -0.021, -0.295], [-2.573, -1.882, 1.490], [-2.467, -0.526, 2.186], [-2.181, 0.562, 1.216], [-1.734, 1.824, 1.842], [-0.275, 1.746, 2.263], [0.602, 1.247, 1.178], [1.418, 2.240, 0.448], [2.657, 1.571, -0.136], [2.456, 0.598, -1.297], [1.543, -0.544, -1.045], [2.074, -1.543, -0.094], [0.994, -2.520, 0.340], [-0.115, -1.804, 0.994], [-1.262, -2.660, 1.380], [-2.980, -1.728, 0.490], [-3.281, -2.513, 2.029], [-1.678, -0.532, 2.941], [-3.394, -0.299, 2.718], [-3.040, 0.754, 0.712], [-2.343, 2.068, 2.719], [-1.865, 2.619, 1.109], [-0.164, 1.069, 3.111], [0.051, 2.731, 2.605], [1.268, 0.615, 1.607], [1.731, 3.039, 1.126], [0.813, 2.696, -0.337], [3.217, 1.093, 0.675], [3.321, 2.354, -0.508], [3.441, 0.224, -1.595], [2.048, 1.142, -2.151], [1.410, -1.016, -1.936], [2.466, -1.018, 0.779], [2.916, -2.092, -0.525], [1.424, -3.280, 0.998], [0.592, -3.050, -0.528], [0.254, -1.391, 1.847], [-1.035, -3.156, 2.328], [-1.371, -3.440, 0.627], [-6.645, 7.937, -1.322], [-5.525, 7.239, -1.257], [-5.213, 6.493, -0.074], [-4.028, 5.819, 0.001], [-3.140, 5.857, -1.088], [-3.433, 6.564, -2.263], [-4.613, 7.246, -2.361], [-1.491, 5.194, -0.876], [-1.178, 5.331, 0.506], [-0.685, 5.794, -1.899], [-1.623, 3.557, -1.124], [-1.073, 2.992, -2.150], [-0.483, 3.781, -3.653], [-0.100, 2.261, -4.262], [-0.353, 1.253, -3.326], [-0.865, 1.642, -2.171], [-7.296, 7.967, -0.547], [-6.879, 8.491, -2.137], [-5.906, 6.500, 0.758], [-3.746, 5.298, 0.906], [-2.706, 6.602, -3.063], [-4.854, 7.818, -3.248], [0.316, 2.127, -5.250], [-0.161, 0.202, -3.500], [-2.740, -2.665, -5.083], [-1.994, -2.430, -3.841], [-0.837, -3.298, -3.644], [-2.356, -1.597, -2.822], [-1.561, -1.465, -1.767], [-3.518, -0.881, -2.882], [-4.732, -1.290, -3.603], [-3.802, 0.088, -1.837], [-2.061, -3.116, -5.799], [-3.081, -1.731, -5.518], [-3.579, -3.346, -4.952], [-0.642, -3.841, -4.561], [-1.004, -4.035, -2.853], [0.067, -2.723, -3.422], [-0.819, -2.144, -1.835], [-4.846, -2.369, -3.626], [-4.779, -0.889, -4.613], [-5.585, -0.900, -3.053], [-2.897, 0.578, -1.505], [-4.304, -0.383, -0.984], [-4.469, 0.847, -2.246]],
  "atomic_forces_ev_per_a": [[0.083, -0.040, 0.089], [0.006, 0.016, 0.031], [0.011, -0.042, -0.004], [-0.067, 0.008, -0.079], [-0.005, 0.015, -0.004], [-0.009, 0.050, -0.021], [-0.042, -0.067, 0.004], [0.032, 0.030, -0.031], [-0.032, -0.047, 0.010], [0.044, 0.030, -0.005], [-0.129, -0.004, -0.051], [0.019, -0.032, 0.025], [0.007, -0.015, -0.042], [0.043, 0.138, 0.026], [-0.062, -0.021, -0.018], [-0.016, -0.014, -0.015], [-0.006, 0.017, 0.003], [0.005, 0.008, -0.011], [0.002, 0.018, 0.010], [-0.004, -0.049, -0.007], [0.011, -0.017, 0.006], [0.033, -0.035, -0.018], [-0.013, 0.012, 0.006], [0.013, -0.001, -0.015], [-0.008, 0.033, 0.025], [0.002, -0.006, 0.004], [0.011, 0.008, 0.053], [0.000, 0.003, -0.001], [0.009, 0.001, 0.001], [-0.011, -0.006, -0.025], [0.009, 0.006, 0.011], [0.028, -0.012, 0.016], [-0.001, 0.006, 0.002], [0.011, 0.010, 0.005], [0.013, 0.002, -0.002], [-0.018, 0.002, 0.019], [-0.010, -0.025, -0.008], [0.022, -0.013, -0.014], [0.013, 0.014, -0.011], [0.031, -0.011, 0.001], [-0.002, -0.003, 0.001], [-0.003, -0.017, 0.040], [-0.021, 0.010, 0.015], [0.014, 0.009, 0.052], [-0.017, 0.011, -0.023], [0.015, 0.016, -0.050], [0.076, -0.168, -0.098], [-0.015, -0.001, 0.064], [-0.049, 0.016, 0.010], [-0.148, 0.184, 0.023], [0.228, 0.218, -0.026], [0.021, -0.180, 0.005], [-0.010, 0.126, -0.035], [-0.127, -0.063, 0.005], [-0.014, -0.163, 0.060], [-0.017, 0.003, 0.007], [-0.007, 0.005, -0.009], [0.000, 0.000, -0.001], [0.000, 0.000, 0.001], [-0.001, 0.006, -0.003], [-0.001, -0.001, 0.001], [-0.004, 0.013, -0.003], [-0.005, 0.009, 0.016], [0.068, 0.119, -0.082], [-0.079, -0.187, 0.039], [-0.040, -0.052, 0.006], [-0.071, -0.050, 0.099], [0.024, 0.055, 0.032], [0.118, 0.156, -0.196], [-0.030, -0.103, 0.058], [-0.006, -0.014, 0.031], [0.032, 0.035, 0.001], [-0.044, 0.021, 0.038], [0.016, -0.011, -0.029], [-0.036, -0.019, 0.002], [0.027, 0.034, 0.030], [0.015, -0.003, -0.027], [-0.002, 0.056, -0.041], [0.020, -0.014, -0.008], [-0.011, -0.006, 0.004], [0.004, -0.017, 0.025], [0.057, 0.007, 0.006], [0.012, 0.008, 0.002], [-0.011, -0.016, -0.005]],
  "total_charge": 3,
  "spin_multiplicity": 5,
  "gap_ha": [0.2948, 0.1794],
  "lumo_energy_ev": [-7.5, -11.1]
}



{
  "formula": "C24H45NO4S2",
  "method": "ωB97M-V with the def2-TZVPD basis set",
  "elements": ["C", "C", "N", "C", "C", "C", "C", "C", "O", "C", "H", "H", "H", "H", "H", "H", "H", "H", "H", "H", "H", "H", "H", "H", "H", "H", "H", "H", "H", "H", "O", "H", "C", "S", "O", "C", "H", "H", "H", "H", "H", "H", "C", "S", "O", "C", "H", "H", "H", "H", "H", "H", "C", "C", "C", "C", "C", "C", "H", "H", "H", "H", "H", "H", "C", "C", "C", "C", "C", "C", "H", "H", "H", "H", "H", "H"],
  "positions_angstrom": [[-1.177, -1.281, -2.989], [-0.917, -0.325, -1.778], [-2.158, 0.397, -1.346], [-2.646, 1.410, -2.302], [-3.315, -0.583, -1.099], [-3.051, -1.681, 0.002], [-1.911, 1.252, -0.080], [-3.111, 1.693, 0.741], [-2.566, 2.661, 1.570], [-3.639, 3.211, 2.532], [-0.304, -1.877, -3.176], [-1.262, -0.648, -3.745], [-1.867, -2.176, -2.797], [-0.025, 0.375, -2.107], [-0.317, -1.040, -0.984], [-1.962, 2.361, -2.579], [-3.753, 1.973, -2.269], [-2.725, 0.969, -3.340], [-3.744, -0.942, -2.006], [-4.276, -0.054, -0.763], [-3.878, -2.332, -0.014], [-2.781, -1.275, 0.950], [-2.139, -2.286, -0.418], [-1.339, 1.954, -0.502], [-1.197, 0.668, 0.460], [-3.554, 0.711, 1.181], [-3.966, 2.260, 0.130], [-3.197, 3.564, 3.501], [-4.077, 2.466, 3.065], [-4.391, 3.901, 2.136], [1.436, 0.914, -0.047], [2.195, 0.364, -0.228], [-1.413, 4.201, -2.104], [-0.808, 2.471, -2.064], [-1.387, 1.954, -3.357], [0.952, 2.755, -2.475], [-1.222, 4.640, -3.015], [-0.562, 4.734, -1.471], [-2.417, 4.135, -1.601], [1.285, 3.271, -1.641], [0.988, 3.418, -3.159], [1.481, 1.779, -2.657], [1.960, -2.851, 0.204], [0.717, -2.116, 1.377], [-0.587, -2.812, 1.019], [1.193, -2.805, 2.921], [2.517, -2.111, -0.321], [1.446, -3.420, -0.736], [2.620, -3.532, 0.844], [1.802, -2.208, 3.628], [1.490, -3.924, 2.845], [0.216, -2.986, 3.351], [3.997, -2.048, -3.794], [4.700, -1.062, -2.741], [3.765, -0.390, -1.872], [2.312, -0.772, -1.818], [1.749, -1.863, -2.559], [2.700, -2.443, -3.701], [4.512, -2.333, -4.614], [5.709, -0.888, -2.800], [4.014, 0.430, -1.191], [1.597, -0.146, -1.172], [0.795, -1.984, -2.408], [1.987, -2.960, -4.465], [0.606, 0.083, 5.489], [1.778, -0.578, 6.412], [2.992, -1.014, 5.921], [3.145, -0.823, 4.517], [2.179, -0.288, 3.652], [0.896, 0.112, 4.178], [-0.274, 0.566, 5.990], [1.484, -0.431, 7.367], [3.867, -1.365, 6.437], [4.085, -1.245, 4.103], [2.395, -0.216, 2.512], [0.353, 0.459, 3.273]],
  "atomic_forces_ev_per_a": [[-0.284, -2.827, 4.125], [3.584, -2.585, -0.401], [-3.046, -0.277, 2.241], [-9.688, -1.973, 1.724], [-1.852, 0.144, 2.672], [3.029, 0.152, -4.030], [-1.951, -4.014, 1.576], [-1.986, -0.500, -1.808], [-2.151, 1.366, 3.091], [3.054, 0.842, -0.302], [-0.198, 0.586, -0.429], [-1.418, 1.937, -4.030], [-0.043, 1.962, -0.444], [-2.181, -1.255, 0.931], [-2.390, 2.451, -0.912], [-11.276, 0.233, -0.276], [1.622, -2.078, 1.456], [-1.440, -0.948, 1.832], [0.799, -0.724, -1.074], [1.843, 0.347, -0.142], [-1.126, -0.695, 0.382], [0.038, 0.125, 0.628], [-1.727, 0.908, 1.344], [0.989, 2.476, 0.999], [0.277, -0.418, 1.044], [0.399, 1.996, 0.128], [1.534, -1.636, 0.729], [0.745, 0.979, -1.549], [-2.005, -3.191, 0.273], [0.591, -0.136, -0.437], [-0.671, 0.597, 0.555], [0.550, 1.005, 1.608], [2.499, -0.401, 4.931], [11.868, 4.909, 2.516], [11.779, 1.306, -13.117], [-1.226, -4.890, 2.719], [-0.586, 0.578, -2.494], [-2.184, -0.753, -0.518], [1.047, 0.798, -0.855], [1.055, 0.223, 2.179], [0.542, 4.087, -5.715], [-0.531, 1.227, 0.272], [-0.502, -2.625, 0.113], [-0.373, -0.173, -1.734], [0.702, 0.247, 0.292], [0.147, -3.466, 0.988], [0.517, 0.452, 0.544], [0.816, 1.031, 2.844], [-0.851, 0.721, -1.192], [-0.495, -0.972, -1.106], [0.196, 1.823, -0.209], [-0.448, 0.558, 0.398], [-0.211, 2.735, 4.669], [-7.399, -1.412, -0.629], [-0.351, -2.053, -1.759], [0.577, -1.843, -2.613], [10.545, 3.117, -2.084], [-4.935, 1.127, 2.136], [1.967, -0.933, -2.376], [2.121, 0.488, -0.133], [0.392, -0.329, -0.325], [0.543, -0.867, -1.068], [-3.783, -1.617, 0.608], [2.327, 0.474, 0.971], [3.238, -1.616, 2.928], [-2.403, 1.995, -4.296], [-1.915, 1.410, -1.609], [0.537, -0.173, -1.075], [1.367, -0.062, 0.685], [1.293, 0.476, -3.261], [0.943, -0.900, -0.592], [-0.276, -0.252, 3.263], [-0.264, -0.194, 0.671], [-0.604, 0.632, 0.005], [-0.568, 0.057, 2.195], [-0.733, 0.212, 1.334]],
  "total_charge": 0,
  "gap_ha": 0.2613,
  "lumo_energy_ev": 0.3
}



Maximum force / eV/Å: 0.3 17.7